1.
The following is a quantum chemistry calculation of a molecular structure, C5H16N4 at a distorted geometry, from OMol25.

Calculated values
gap between HOMO and LUMO = 6.44 eV
LUMO level = 0.875 eV
electronic energy = -418.95870 a.u.
relative energy (zero: lowest compared OMol25 entry of this formula, charge and spin) = 491.03 kJ/mol

```
25
Properties=species:S:1:pos:R:3:mulliken_charge:R:1
C 0.007 -1.469 -1.165 -1.148
C -1.113 0.539 -1.874 -1.131
C -1.876 -0.762 0.546 -0.713
N -0.644 -0.237 -0.726 0.080
H 0.245 -2.097 -0.310 0.340
H 0.954 -1.253 -1.664 0.403
H -0.631 -2.039 -1.841 0.400
H -0.250 0.970 -2.396 0.372
H -1.734 1.371 -1.557 0.378
H -1.627 -0.115 -2.579 0.362
H -2.005 -0.069 1.369 0.322
H -1.729 -1.745 0.972 0.276
H -2.703 -0.707 -0.161 0.371
C 0.491 0.706 0.304 0.684
N 1.679 0.964 -0.464 -0.543
N -0.196 1.969 0.566 -0.722
N 1.897 -0.900 1.584 -0.581
C 0.674 -0.144 1.500 -0.689
H 1.719 1.912 -0.810 0.285
H 2.520 0.699 0.038 0.226
H -0.967 1.830 1.210 0.228
H 0.437 2.601 1.044 0.293
H 2.601 -0.479 2.177 0.172
H 1.849 -1.887 1.806 0.144
H 0.402 0.343 2.432 0.191
```



2.
The following is a quantum chemistry calculation of a molecular structure, C5H16N4 at a distorted geometry, from OMol25.

Calculated values
gap between HOMO and LUMO = 8.75 eV
LUMO level = 0.977 eV
electronic energy = -419.07685 a.u.
relative energy (zero: lowest compared OMol25 entry of this formula, charge and spin) = 180.83 kJ/mol

```
25
Properties=species:S:1:pos:R:3:mulliken_charge:R:1
C -1.414 0.485 0.049 0.890
C -2.925 0.666 0.188 -1.740
C -0.938 0.724 -1.382 -1.406
N -0.673 1.327 1.026 -0.456
N -1.012 -0.805 0.647 -0.602
H -0.708 0.384 1.719 0.559
H -1.097 2.236 1.171 0.241
H -1.589 -1.575 0.327 0.310
H 0.000 -1.022 0.385 0.469
H -3.240 0.484 1.216 0.410
H -3.216 1.677 -0.096 0.387
H 0.136 0.572 -1.451 0.235
H -1.444 0.038 -2.061 0.361
H -1.165 1.746 -1.685 0.353
H -3.448 -0.038 -0.459 0.400
C 2.360 -2.277 -0.408 -1.107
N 1.904 1.190 0.499 -0.431
C 2.425 0.001 0.187 -0.236
N 1.707 -1.057 -0.011 -0.366
H 0.646 1.296 0.794 0.373
H 2.588 1.878 0.771 0.155
H 3.524 -0.069 0.125 0.293
H 3.456 -2.186 -0.453 0.338
H 2.119 -3.080 0.296 0.289
H 2.007 -2.594 -1.395 0.281
```



3.
The following is a quantum chemistry calculation of 2 unconnected molecules or ions with the total composition C5H16N7O2 at a distorted geometry, from OMol25.

Calculated values
gap between HOMO and LUMO = 10.13 eV
LUMO level = -2.447 eV
electronic energy = -733.64069 a.u.
relative energy (zero: lowest compared OMol25 entry of this formula, charge and spin) = 0.00 kJ/mol
charge = +1

```
30
Properties=species:S:1:pos:R:3:mulliken_charge:R:1
C 2.108 1.476 -0.478 -0.247
C 0.522 -0.251 -0.518 0.863
C -0.970 -0.066 -0.135 -0.434
C 1.984 0.143 -2.451 -0.090
C -2.315 0.598 1.899 0.027
N 1.034 0.990 0.090 -0.583
N 2.646 1.099 -1.625 -0.175
N -1.878 -0.365 -0.956 -0.248
N 2.900 -0.937 -2.523 -0.590
N 0.629 -2.254 1.683 -0.664
N -3.386 1.095 1.034 -0.670
N -1.105 0.383 1.039 0.107
O 0.638 -0.174 -1.996 -0.414
O -1.995 1.413 2.888 -0.535
H 2.458 2.404 -0.058 0.429
H 1.033 -1.140 -0.145 0.226
H -2.789 -0.313 2.244 0.379
H 3.556 1.208 -2.038 0.264
H -1.721 -0.689 -1.902 0.284
H -2.701 0.182 -0.761 0.307
H 2.562 -1.661 -3.146 0.259
H 3.187 -1.301 -1.602 0.252
H -0.305 -2.133 1.158 0.223
H 0.812 -3.254 1.902 0.233
H -4.321 1.056 1.367 0.244
H -3.169 2.102 0.940 0.242
H -0.199 0.480 1.484 0.427
H 0.500 -1.753 2.507 0.179
H 1.795 0.600 -3.460 0.368
H -1.511 1.062 3.563 0.338
```



4.
The following is a quantum chemistry calculation of 2 unconnected molecules or ions with the total composition C5H16NO, from OMol25.

Calculated values
gap between HOMO and LUMO = 10.69 eV
LUMO level = -3.414 eV
electronic energy = -329.85663 a.u.
relative energy (zero: lowest compared OMol25 entry of this formula, charge and spin) = 63.58 kJ/mol
charge = +1

```
23
Properties=species:S:1:pos:R:3:mulliken_charge:R:1
C -0.654 1.024 -0.633 -1.483
C -0.122 0.082 0.419 0.219
C 0.334 -1.259 -0.159 -0.809
C 0.716 -2.353 0.850 -0.468
C 2.103 -2.160 1.488 -1.199
N -1.256 -0.206 1.414 -0.340
H -0.876 1.992 -0.205 0.423
H 0.102 1.208 -1.369 0.391
H -1.565 0.634 -1.095 0.354
H 0.640 0.521 1.059 0.338
H 1.234 -1.060 -0.720 0.422
H -0.483 -1.581 -0.809 0.391
H 0.752 -3.331 0.375 0.337
H -0.084 -2.443 1.583 0.335
H 2.837 -2.775 0.977 0.346
H 2.094 -2.490 2.524 0.338
H 2.491 -1.137 1.529 0.319
H -1.995 -0.801 1.039 0.352
H -0.873 -0.664 2.245 0.349
H -1.679 0.652 1.773 0.370
H -1.107 3.825 -3.832 0.321
H -0.888 4.892 -2.803 0.321
O -0.733 3.948 -2.949 -0.627
```



5.
The following is a quantum chemistry calculation of 2 unconnected molecules or ions with the total composition C5H16NO at a distorted geometry, from OMol25.

Calculated values
gap between HOMO and LUMO = 10.37 eV
LUMO level = -3.691 eV
electronic energy = -329.77152 a.u.
relative energy (zero: lowest compared OMol25 entry of this formula, charge and spin) = 287.02 kJ/mol
charge = +1

```
23
Properties=species:S:1:pos:R:3:mulliken_charge:R:1
C -0.548 -0.645 -0.614 -0.958
C 0.748 0.145 -0.932 0.493
C 0.559 1.585 -0.275 -1.683
C 2.052 -0.249 -0.212 -0.680
C 2.106 -1.738 -0.501 -1.417
N -1.734 0.145 -0.136 -0.321
H -0.332 -1.325 0.228 0.312
H -0.795 -1.292 -1.415 0.383
H 0.929 0.400 -1.960 0.378
H 1.650 2.060 -0.110 0.304
H 0.273 2.331 -1.006 0.450
H 0.068 1.769 0.658 0.505
H 2.992 0.208 -0.361 0.505
H 1.844 -0.179 0.856 0.356
H 1.636 -2.030 -1.446 0.328
H 3.056 -2.154 -0.508 0.358
H 1.399 -2.218 0.091 0.472
H -2.455 0.292 -0.900 0.378
H -2.143 -0.499 0.706 0.460
H -1.661 1.050 0.353 0.361
H -3.343 1.318 1.938 0.338
H -3.455 0.276 3.014 0.315
O -2.845 0.752 2.533 -0.637
```



6.
The following is a quantum chemistry calculation of 3 unconnected molecules or ions with the total composition C5H16NO2 at a distorted geometry, from OMol25.

Calculated values
gap between HOMO and LUMO = 9.40 eV
LUMO level = -3.054 eV
electronic energy = -405.07019 a.u.
relative energy (zero: lowest compared OMol25 entry of this formula, charge and spin) = 131.13 kJ/mol
charge = +1

```
24
Properties=species:S:1:pos:R:3:mulliken_charge:R:1
C -1.210 -1.699 0.030 -0.668
C -0.533 -1.176 1.274 -0.601
C 0.939 -0.848 0.996 -0.246
C 1.561 0.238 1.428 -0.017
C 3.072 0.262 1.648 -1.209
N -1.372 -0.637 -1.047 -0.173
H -2.239 -2.069 0.036 0.351
H -0.615 -2.590 -0.249 0.330
H -0.450 -2.038 1.932 0.322
H -1.068 -0.360 1.777 0.360
H 1.472 -1.641 0.419 0.260
H 1.041 1.161 1.665 0.339
H 3.477 -0.773 1.741 0.320
H 3.321 0.901 2.509 0.347
H 3.588 0.550 0.720 0.288
H -0.600 -0.612 -1.696 0.418
H -1.413 0.334 -0.676 0.236
H -2.197 -0.840 -1.633 0.368
H -1.175 2.955 0.098 0.275
H -2.315 2.687 -0.926 0.288
O -1.499 2.324 -0.553 -0.600
H 0.196 1.244 -3.082 0.298
H -1.244 1.465 -3.586 0.289
O -0.737 1.164 -2.825 -0.573
```



7.
The following is a quantum chemistry calculation of 3 unconnected molecules or ions with the total composition C5H16NO2 at a distorted geometry, from OMol25.

Calculated values
gap between HOMO and LUMO = 9.79 eV
LUMO level = -3.117 eV
electronic energy = -405.06504 a.u.
relative energy (zero: lowest compared OMol25 entry of this formula, charge and spin) = 144.65 kJ/mol
charge = +1

```
24
Properties=species:S:1:pos:R:3:mulliken_charge:R:1
C 0.024 1.156 -0.617 -0.924
C -1.359 0.483 -0.973 -0.706
C -2.447 0.896 -0.041 -0.731
C -1.682 -0.462 1.930 -0.926
C -2.505 0.439 1.409 -0.053
N 1.116 0.327 -0.103 -0.156
H 0.291 1.682 -1.512 0.388
H -0.201 1.976 0.055 0.408
H -1.144 -0.570 -1.167 0.431
H -1.614 0.755 -1.982 0.410
H -2.719 1.965 -0.007 0.392
H -3.414 0.578 -0.516 0.363
H -0.961 -1.029 1.359 0.300
H -1.986 -0.880 2.900 0.285
H -3.274 0.928 1.983 0.362
H 1.194 -0.629 -0.460 0.371
H 0.963 0.193 0.917 0.427
H 1.967 0.881 -0.205 0.335
H 2.413 -1.211 -2.927 0.306
H 3.703 -1.247 -2.132 0.306
O 2.745 -1.273 -2.023 -0.600
H 3.256 -2.208 0.946 0.306
H 3.082 -1.119 1.896 0.327
O 2.552 -1.629 1.266 -0.621
```



8.
The following is a quantum chemistry calculation of 3 unconnected molecules or ions with the total composition C5H16NO2 at a distorted geometry, from OMol25.

Calculated values
gap between HOMO and LUMO = 10.51 eV
LUMO level = -2.995 eV
electronic energy = -405.03915 a.u.
relative energy (zero: lowest compared OMol25 entry of this formula, charge and spin) = 212.62 kJ/mol
charge = +1

```
24
Properties=species:S:1:pos:R:3:mulliken_charge:R:1
C -3.263 -0.678 2.116 -1.213
C -2.805 -0.265 0.730 -0.608
C -1.768 -1.142 0.024 -0.472
C -0.385 -0.529 0.243 -0.256
C 0.448 -0.283 -0.811 -0.400
N 1.749 0.244 -0.571 -0.200
H -2.327 -0.531 2.791 0.252
H -4.170 -0.076 2.329 0.341
H -3.740 -1.588 2.116 0.414
H -3.643 -0.303 0.032 0.391
H -2.692 0.805 0.880 0.383
H -1.986 -2.074 0.563 0.327
H -2.020 -1.330 -1.064 0.359
H 0.041 -0.511 1.280 0.240
H 0.229 -0.501 -1.883 0.324
H 2.182 0.048 0.286 0.454
H 2.373 -0.470 -1.144 0.387
H 1.776 1.220 -0.833 0.284
H 4.562 0.118 1.227 0.306
H 5.163 -0.672 0.119 0.317
O 4.281 -0.314 0.407 -0.625
H 0.645 2.874 -2.674 0.301
H -0.371 2.604 -1.647 0.305
O 0.515 2.322 -1.930 -0.610
```



9.
The following is a quantum chemistry calculation of a molecular structure, C5H16NO2 at a distorted geometry, from OMol25.

Calculated values
gap between HOMO and LUMO (alpha / beta) = 4.90 / 4.77 eV
LUMO level (alpha / beta) = -13.298 / -13.421 eV
spin multiplicity = 2
electronic energy = -404.38624 a.u.
relative energy (zero: lowest compared OMol25 entry of this formula, charge and spin) = 662.81 kJ/mol
charge = +2

```
24
Properties=species:S:1:pos:R:3:mulliken_charge:R:1
C -1.943 0.973 2.274 -1.348
C -0.594 1.310 1.619 -0.567
N 1.378 -1.834 -0.539 -0.109
C 1.686 -0.554 -0.865 -0.444
C 1.161 0.487 0.056 -0.732
C 0.017 0.106 1.000 -0.020
H -1.786 0.265 3.100 0.349
H -2.454 1.789 2.782 0.398
H -2.657 0.497 1.608 0.319
H 0.036 1.818 2.350 0.395
H 0.362 -2.012 -0.602 0.325
H 1.875 -2.546 -1.104 0.374
H 1.172 -0.239 -1.946 0.427
H 2.783 -0.524 -1.008 0.494
H 0.772 1.287 -0.607 0.450
H 2.021 0.999 0.546 0.504
H -0.612 -0.414 0.256 0.194
H 0.498 -0.651 1.671 0.375
H -1.883 -1.798 -1.731 0.344
H -0.331 -0.306 -2.208 0.417
O 0.265 0.354 -2.599 -0.443
H 0.257 0.243 -3.580 0.443
H -0.877 2.032 0.835 0.358
O -1.148 -1.282 -1.308 -0.503
```